1.
The following is a quantum chemistry calculation of a molecular structure, C6H18CuIO4PSi2 at a distorted geometry, from the OMol25 dataset.

Computed properties:
Total energy (Eh): -3398.75295
Kohn-Sham gap (hartree): 0.257
HOMO energy (eV): -11.95

ORCA input file:
```
! wB97M-V def2-TZVPD RIJCOSX def2/J DEFGRID3
* xyz 1 1
I -2.92433 -1.70603 1.07618
Cu 2.01246 -2.94667 2.69838
P -0.03228 -0.89425 3.45952
Si -0.34711 0.33068 -0.81887
Si -0.50573 -1.70151 1.36839
O -1.33860 -1.11624 4.38330
O 0.23959 -0.59239 0.47235
O 1.05796 -2.02010 4.15580
O 0.25927 4.10952 -0.62972
C 0.01792 4.37883 -2.01169
C 1.01112 1.28198 -1.60533
C -0.72421 -4.58503 1.15624
C 0.78734 3.46679 -2.94128
C 0.42012 1.99131 -2.84133
C 0.19410 -3.38895 0.88061
H -1.43144 -4.38053 1.95372
H 1.13445 -3.60538 1.43622
H -1.37962 1.25189 -0.29265
H 1.77731 0.56704 -1.90183
H -1.04582 4.30254 -2.23392
H 0.73863 1.47506 -3.74030
H -0.15874 -5.46674 1.43540
H -1.28661 -4.82533 0.26239
H 0.98909 -1.98699 5.11602
H 0.51443 -3.33254 -0.15542
H -2.02695 -0.49914 4.10412
H -0.92504 -0.59109 -1.81913
H -0.67518 1.94179 -2.84323
H 1.45639 1.98427 -0.91157
H -0.52664 3.73786 -0.24434
H 0.31499 5.40775 -2.19881
H 0.54380 3.80587 -3.94890
H 1.85932 3.60572 -2.82030
*
```

2.
The following is a quantum chemistry calculation of a molecular structure, C6H18F3HfO6 at a distorted geometry, from the OMol25 dataset.

Computed properties:
Total energy (Eh): -1037.80248
Kohn-Sham gap (hartree): 0.360
HOMO energy (eV): -12.77

ORCA input file:
```
! wB97M-V def2-TZVPD RIJCOSX def2/J DEFGRID3
* xyz 1 1
Hf 0.10803 -0.13230 -0.11881
F -0.29912 0.90103 1.36093
F 0.42022 -1.86902 -0.58263
F 0.85766 0.09352 -1.81451
O -1.07195 -0.47126 -1.67065
O 0.06364 -1.18423 1.45406
O 2.06356 -0.18276 -0.06717
O -1.44986 -0.60968 0.94643
O -1.12394 1.21917 -0.92714
O 1.36275 1.42548 0.10750
C 2.48057 -0.97123 1.00971
C -2.16350 -1.55139 0.16295
C -0.36572 2.34231 -1.28645
C 0.70874 2.61185 -0.23447
C -2.18408 -1.28030 -1.40092
C 1.35306 -1.01800 2.02459
H -2.05817 1.39957 -1.05469
H 3.32544 -0.55414 1.55774
H -1.02047 3.20760 -1.38977
H 0.02769 2.28006 -2.30107
H 1.21654 -0.15853 2.68092
H 1.43620 3.32685 -0.61875
H -1.07896 -0.37945 -2.62623
H 0.32139 3.11051 0.65401
H 2.79735 -1.92331 0.58393
H -3.09303 -0.81801 -1.78587
H -1.94790 -0.69241 1.76296
H -3.17091 -1.63920 0.56979
H -1.67410 -2.49307 0.41157
H -0.47991 -1.68228 2.06897
H 2.87299 0.13114 -0.47692
H 1.55558 -1.81662 2.73824
H 2.30052 1.56838 0.25506
H -2.09015 -2.19037 -1.99343
*
```

3.
The following is a quantum chemistry calculation of 3 unconnected molecules or ions with the total composition C6H18N3 at a distorted geometry, from the OMol25 dataset.

Computed properties:
Total energy (Eh): -403.22095
Kohn-Sham gap (hartree): 0.288
HOMO energy (eV): -12.53

ORCA input file:
```
! wB97M-V def2-TZVPD RIJCOSX def2/J DEFGRID3
* xyz 1 1
N 2.30650 1.30351 0.10242
N 2.11827 -0.14645 0.17918
N -1.36896 -2.65776 0.10130
C 0.95546 -0.58211 0.58241
C -2.62573 -0.05475 0.01104
C -1.37233 1.66065 1.13874
C -1.60711 0.92039 -0.11293
C -0.91267 1.30019 -1.37532
C 3.25332 -0.78687 -0.35552
H -0.63685 -2.49185 0.80867
H 1.86271 1.88282 0.77412
H 3.39657 -1.76287 -0.09156
H -1.88427 -3.43743 0.45055
H -2.23530 -1.03695 0.51788
H -1.66296 2.65997 0.95436
H -0.85705 -2.70917 -0.76458
H 1.13246 -1.62625 0.60047
H -1.38902 0.81694 -2.18919
H 3.21134 1.61418 -0.18288
H -0.82207 2.42925 -1.24162
H -1.96593 1.36828 1.92674
H 4.30404 -0.39849 -0.11661
H -0.34567 1.81509 1.42927
H 0.16773 0.93616 -1.49943
H -2.86486 -0.35302 -1.00024
H -3.40835 0.27146 0.73061
H 3.25075 -0.93491 -1.37788
*
```

4.
The following is a quantum chemistry calculation of a gas-phase ion, C6H18N4 (charge +2) at a distorted geometry, from the OMol25 dataset.

Computed properties:
Total energy (Eh): -457.71235
Kohn-Sham gap (hartree): 0.344
HOMO energy (eV): -16.24
SMILES: CN[C@]1(C[NH3+])[C@@H](N)[C@@H]1[NH2+]C

ORCA input file:
```
! wB97M-V def2-TZVPD RIJCOSX def2/J DEFGRID3
* xyz 2 1
N 1.64027 0.45330 1.98450
N -1.32709 1.59362 0.10209
N -1.07623 -0.99659 -0.06977
N 1.85952 -0.99201 -1.74164
C 1.56938 -1.02024 -0.25120
C -1.34084 2.41043 -1.11696
C 0.37935 0.44772 1.44929
C 0.04834 1.06041 0.17407
C 0.14634 -0.45815 0.07965
C -1.36193 -2.03285 0.97075
H -2.16675 -2.64503 0.65144
H -2.45245 2.72381 -1.40681
H -0.83508 3.34634 -1.12676
H -1.29142 -1.36362 -0.98661
H 1.93254 0.01849 -2.09600
H -1.74390 2.21014 0.77623
H -0.55992 -2.63437 1.47585
H 1.86924 -0.04949 2.86867
H 2.39649 -0.49176 0.11514
H -1.04146 1.88330 -2.05489
H -1.90395 -1.61796 1.84511
H 1.05205 -1.31372 -2.22039
H -1.87483 0.60403 0.19398
H 1.57670 -2.05757 0.02184
H 2.77998 -1.46361 -1.79143
H -0.45212 0.44388 2.26212
H 2.21155 1.22390 1.84764
H 0.67747 1.86030 -0.17951
*
```

5.
The following is a quantum chemistry calculation of a gas-phase ion, C6H18N4 (charge +2) at a distorted geometry, from the OMol25 dataset.

Computed properties:
Total energy (Eh): -457.58419
Kohn-Sham gap (alpha / beta) (hartree): 0.272 / 0.272
HOMO energy (alpha / beta) (eV): -17.45 / -17.45
SMILES: C/N=[NH+]/[C@@H](C)[N+](C)(C)NC

ORCA input file:
```
! wB97M-V def2-TZVPD RIJCOSX def2/J DEFGRID3
* xyz 2 1
N 0.86087 0.28271 -1.25458
N 0.43786 -0.69965 -0.39799
N -0.80520 1.87043 0.17576
N -1.12332 0.78833 0.71443
C -0.67131 -1.35597 -1.14817
C 1.53328 -1.70305 0.07276
C -0.68058 -1.12390 1.96314
C -1.81183 2.77505 -0.24820
C -0.12163 -0.15238 0.96384
C 1.99724 1.04616 -1.20913
H 0.04609 0.67763 -1.72497
H 0.91704 0.39924 1.30628
H -2.55723 2.91121 0.46272
H 0.00751 -1.90109 2.20752
H 2.93916 0.35300 -1.46801
H 2.22544 1.36040 -0.05764
H -1.27224 -1.96329 -0.40790
H -1.22712 -0.65235 -1.57784
H -2.45679 2.30165 -1.03799
H 2.21822 -1.06916 0.48925
H -1.43890 -1.59043 1.48567
H 1.15702 -2.55351 0.56459
H -1.10553 -0.48366 2.89082
H 2.11490 1.94001 -1.84328
H -2.01089 0.54485 0.96903
H 1.88558 -2.04404 -0.91222
H -1.25026 3.59133 -0.65081
H -0.15593 -2.08285 -1.96329
*
```

6.
The following is a quantum chemistry calculation of 2 unconnected molecules or ions with the total composition C6H18NO at a distorted geometry, from the OMol25 dataset.

Computed properties:
Total energy (Eh): -369.26794
Kohn-Sham gap (alpha / beta) (hartree): 0.139 / 0.452
HOMO energy (alpha / beta) (eV): -2.89 / -11.70

ORCA input file:
```
! wB97M-V def2-TZVPD RIJCOSX def2/J DEFGRID3
* xyz 0 2
O -0.82431 3.27983 -1.59660
N 0.33540 0.62353 -1.57430
C 2.01924 -1.08071 -0.94639
C -0.87605 -1.34199 0.37619
C 0.22988 -0.35099 0.75402
C -0.19964 0.87649 1.54328
C 1.12034 0.04442 -0.42505
C -1.59431 -1.94428 1.60160
H -1.03592 -1.94269 2.53112
H -1.62393 -0.96763 -0.32612
H -2.51190 -1.36662 1.70351
H 2.49862 -0.71045 -1.84640
H 1.77719 0.82870 -0.09677
H 1.41623 -1.95518 -1.17914
H -1.09279 0.68548 2.13793
H -1.23630 3.75194 -0.85491
H 2.76300 -1.42098 -0.23682
H 0.88214 -0.94726 1.38822
H -0.35962 1.83777 1.05702
H -0.61575 0.24885 -1.43527
H -0.40265 -2.16937 -0.13046
H 0.36137 1.66052 -1.52855
H 0.51366 1.03457 2.35308
H -0.37686 3.92556 -2.15910
H -1.86193 -2.98193 1.42425
H 0.69489 0.38243 -2.53434
*
```

7.
The following is a quantum chemistry calculation of 3 unconnected molecules or ions with the total composition C6H18NO at a distorted geometry, from the OMol25 dataset.

Computed properties:
Total energy (Eh): -369.29113
Kohn-Sham gap (alpha / beta) (hartree): 0.385 / 0.345
HOMO energy (alpha / beta) (eV): -9.67 / -9.63

ORCA input file:
```
! wB97M-V def2-TZVPD RIJCOSX def2/J DEFGRID3
* xyz 0 2
O -5.01957 0.33530 0.04383
N 1.62344 -0.94735 0.35218
C -1.38291 -1.00622 -0.95843
C -1.14751 0.49048 1.04798
C 0.42783 0.76491 -0.93434
C 1.60915 0.43181 0.00305
C -0.98184 0.39249 -0.47239
C 2.93025 0.90757 -0.62046
H -1.67453 1.07251 -0.95774
H 0.64701 0.25527 -1.87630
H -0.63035 -1.73245 -0.69606
H 4.32834 -2.89369 2.37533
H 3.18151 0.30630 -1.48165
H -0.63303 -0.35437 1.50998
H -5.70436 0.44582 -0.62421
H 3.74225 0.83269 0.09706
H -0.77864 1.45589 1.40619
H -1.48530 -1.03295 -2.04673
H -2.19394 0.44211 1.34054
H 1.46080 1.06863 0.87379
H 2.44100 -1.10611 0.94710
H 0.48098 1.80355 -1.25152
H 2.80157 1.93418 -0.95937
H -5.40450 0.69721 0.84798
H 3.71431 -3.29695 2.57020
H -2.35194 -1.26662 -0.53601
*
```

8.
The following is a quantum chemistry calculation of 3 unconnected molecules or ions with the total composition C6H18NO at a distorted geometry, from the OMol25 dataset.

Computed properties:
Total energy (Eh): -368.99415
Kohn-Sham gap (hartree): 0.182
HOMO energy (eV): -12.42

ORCA input file:
```
! wB97M-V def2-TZVPD RIJCOSX def2/J DEFGRID3
* xyz 1 1
O -1.57139 0.62313 2.08087
N -3.83119 1.37497 -0.52611
C 0.46684 -0.04385 -1.27899
C 3.37258 0.66540 -0.05429
C 0.82623 0.58490 0.05909
C 0.06546 -1.53104 -1.03424
C -0.98371 -1.88278 0.02387
C 2.10469 0.19199 0.78935
H 1.32460 -0.01610 -1.96242
H 2.30217 0.19721 1.86396
H 0.60785 1.59959 0.34505
H -3.25202 1.15794 0.27108
H 1.99355 -0.88481 0.57240
H -0.33799 0.65474 -1.77895
H -1.08603 -2.99560 0.19362
H 3.79718 -0.10346 -0.60480
H -0.67522 -1.48118 0.98612
H -0.87287 0.79448 1.42461
H 1.03251 -1.92739 -0.78050
H -1.94416 -1.49633 -0.15667
H -1.24664 1.01774 2.89597
H -4.30268 2.22839 -0.42513
H 3.01130 1.38333 -0.79698
H -0.45233 -1.99614 -1.92979
H -4.46821 0.58180 -0.68393
H 4.11949 1.30308 0.50679
*
```

For reference, energy above the lowest of the compared OMol25 structures with the same formula, charge and spin by record: 0.00 363.69 162.93 75.10 155.52 17.81 3.26 115.05 kcal per mole.